1.
{"formula": "C31H89N13O10", "method": "ωB97M-V/def2-TZVPD", "largest_force_ev_per_a": 2.6, "gap_ha": 0.33154, "relative_energy_ev": 1.760, "smiles": "COC[C@H](C)N.COC[C@H](C)N.COC[C@H](C)N.COC[C@H](C)N.COC[C@H](C)N.COC[C@H](C)N.COC[C@H](C)N.NC(N)=O.NC(N)=O.NC(N)=O", "lumo_ha": 0.0188, "species": ["C", "O", "C", "C", "C", "N", "H", "H", "H", "H", "H", "H", "H", "H", "H", "H", "H", "C", "O", "C", "C", "C", "N", "H", "H", "H", "H", "H", "H", "H", "H", "H", "H", "H", "C", "O", "C", "C", "C", "N", "H", "H", "H", "H", "H", "H", "H", "H", "H", "H", "H", "C", "O", "C", "C", "C", "N", "H", "H", "H", "H", "H", "H", "H", "H", "H", "H", "H", "C", "O", "C", "C", "C", "N", "H", "H", "H", "H", "H", "H", "H", "H", "H", "H", "H", "C", "O", "C", "C", "C", "N", "H", "H", "H", "H", "H", "H", "H", "H", "H", "H", "H", "C", "O", "C", "C", "C", "N", "H", "H", "H", "H", "H", "H", "H", "H", "H", "H", "H", "N", "C", "N", "O", "H", "H", "H", "H", "N", "C", "N", "O", "H", "H", "H", "H", "N", "C", "N", "O", "H", "H", "H", "H"], "positions_angstrom": [[1.846, 7.823, -0.091], [1.672, 6.435, 0.119], [1.188, 5.734, -1.023], [0.654, 4.409, -0.459], [1.802, 3.607, 0.187], [0.019, 3.539, -1.439], [2.569, 8.072, -0.868], [2.016, 8.229, 0.903], [0.884, 8.269, -0.385], [0.408, 6.321, -1.511], [2.045, 5.530, -1.672], [-0.115, 4.625, 0.287], [2.426, 4.185, 0.876], [2.472, 3.179, -0.566], [1.425, 2.722, 0.709], [-0.193, 2.615, -1.095], [0.546, 3.518, -2.301], [5.323, 2.411, 1.781], [5.124, 1.075, 1.386], [6.292, 0.303, 1.679], [5.893, -1.136, 2.032], [5.083, -1.755, 0.892], [5.083, -1.079, 3.242], [5.667, 2.582, 2.810], [4.411, 3.015, 1.794], [6.044, 2.905, 1.122], [6.896, 0.268, 0.760], [6.975, 0.741, 2.409], [6.868, -1.595, 2.205], [4.707, -2.738, 1.190], [5.653, -1.877, -0.034], [4.200, -1.178, 0.613], [4.307, -0.436, 3.173], [4.657, -1.990, 3.378], [2.134, 2.052, 4.140], [1.541, 0.853, 4.585], [1.704, -0.233, 3.712], [0.731, -1.375, 3.942], [0.594, -1.898, 5.390], [1.200, -2.501, 3.101], [3.213, 2.006, 3.952], [2.026, 2.821, 4.901], [1.686, 2.419, 3.212], [1.735, 0.099, 2.666], [2.720, -0.612, 3.900], [-0.263, -1.009, 3.666], [1.599, -2.010, 5.805], [0.031, -2.819, 5.499], [0.110, -1.087, 5.943], [0.790, -3.395, 3.349], [2.178, -2.664, 3.333], [-7.252, 1.160, 0.739], [-6.866, 0.095, 1.540], [-5.490, -0.008, 1.777], [-5.206, -1.391, 2.375], [-3.757, -1.599, 2.789], [-5.475, -2.401, 1.350], [-6.964, 2.154, 1.121], [-8.342, 1.181, 0.715], [-6.853, 1.160, -0.283], [-4.883, 0.043, 0.860], [-5.119, 0.817, 2.403], [-5.790, -1.504, 3.292], [-3.059, -1.500, 1.945], [-3.487, -2.592, 3.154], [-3.387, -0.887, 3.532], [-6.427, -2.327, 1.008], [-4.874, -2.230, 0.547], [-4.591, 0.585, 5.490], [-3.458, 1.024, 4.767], [-2.900, 2.285, 5.143], [-1.455, 2.298, 4.712], [-0.921, 3.773, 4.853], [-1.204, 1.937, 3.316], [-5.086, 1.335, 6.109], [-4.536, -0.416, 5.917], [-5.349, 0.467, 4.700], [-3.431, 3.021, 4.524], [-3.092, 2.489, 6.198], [-0.803, 1.675, 5.333], [-1.676, 4.419, 5.303], [-0.666, 4.300, 3.929], [0.037, 3.758, 5.373], [-0.287, 2.347, 3.196], [-1.081, 0.930, 3.385], [2.808, 1.340, -6.767], [2.365, 0.031, -6.420], [3.407, -0.824, -5.968], [3.863, -0.632, -4.543], [5.018, -1.602, -4.265], [2.747, -0.999, -3.613], [3.483, 1.313, -7.625], [3.331, 1.781, -5.915], [1.915, 1.913, -7.000], [2.975, -1.813, -6.182], [4.196, -0.892, -6.736], [4.134, 0.419, -4.429], [4.702, -2.623, -4.478], [5.372, -1.460, -3.244], [5.899, -1.392, -4.878], [2.657, -2.012, -3.645], [1.975, -0.652, -4.192], [-0.936, -1.661, -3.884], [-0.496, -1.657, -5.232], [-0.323, -2.941, -5.782], [-1.561, -3.637, -6.346], [-1.345, -5.090, -6.809], [-2.119, -2.916, -7.450], [-0.446, -2.448, -3.297], [-2.014, -1.841, -3.857], [-0.685, -0.712, -3.412], [0.377, -2.765, -6.615], [0.325, -3.533, -5.122], [-2.234, -3.626, -5.468], [-0.597, -5.164, -7.595], [-2.306, -5.498, -7.116], [-0.993, -5.691, -5.964], [-3.094, -3.099, -7.651], [-2.094, -1.905, -7.347], [-0.401, -0.569, 1.078], [-0.114, -0.132, -0.192], [0.981, -0.775, -0.653], [-0.780, 0.682, -0.835], [0.166, -1.231, 1.569], [-1.181, -0.088, 1.500], [1.347, -0.462, -1.544], [1.500, -1.299, 0.025], [-2.614, -4.680, 0.054], [-1.285, -4.893, 0.226], [-0.479, -3.864, -0.155], [-0.820, -5.931, 0.686], [-3.304, -5.404, 0.098], [-2.876, -3.882, -0.507], [-0.862, -2.966, -0.416], [0.474, -3.725, 0.122], [-3.358, 0.059, -1.963], [-4.270, -0.924, -1.808], [-5.511, -0.633, -2.301], [-3.980, -2.019, -1.309], [-3.520, 0.907, -2.473], [-2.440, 0.015, -1.541], [-6.159, -1.395, -2.185], [-5.668, 0.119, -2.938]]}

2.
{"formula": "C3H7NO", "method": "ωB97M-V/def2-TZVPD", "largest_force_ev_per_a": 4.4, "gap_ha": [0.31119, 0.31136], "relative_energy_ev": 5.024, "lumo_ha": [-0.0120, -0.0119], "species": ["C", "C", "C", "N", "O", "H", "H", "H", "H", "H", "H", "H"], "positions_angstrom": [[0.376, -0.445, 2.195], [-0.959, 0.449, -1.693], [0.224, -0.274, -0.909], [1.067, 0.049, 3.038], [0.566, 0.400, 0.207], [-0.312, -1.346, 2.260], [-1.830, 0.655, -0.983], [-0.511, 1.483, -2.042], [-1.278, -0.128, -2.607], [1.137, -0.290, -1.581], [-0.272, -1.223, -0.578], [1.792, 0.669, 2.693]]}

3.
{"formula": "C2H6S", "method": "ωB97M-V/def2-TZVPD", "largest_force_ev_per_a": 1.7, "gap_ha": 0.35258, "relative_energy_ev": 0.363, "smiles": "CSC", "lumo_ha": 0.0420, "species": ["C", "S", "C", "H", "H", "H", "H", "H", "H"], "positions_angstrom": [[1.308, -0.225, 0.529], [-0.254, 0.620, 0.969], [-1.240, 0.149, -0.506], [1.174, -1.265, 0.812], [2.010, 0.270, 1.174], [1.429, -0.012, -0.526], [-1.286, -0.878, -0.950], [-2.265, 0.462, -0.270], [-0.877, 0.878, -1.232]]}